No. 1
80
Properties=species:S:1:pos:R:3:mulliken_charge:R:1 method="wB97M-V/def2-TZVPD" spin_multiplicity=1 max_force_ev_per_a=0.4 homo_lumo_gap_ev=9.2 e_above_lowest_kcal_mol=3.6 total_charge=0
C -3.56868 -4.84027 -0.63461 -1.6676
C -3.04430 -3.43807 -0.54074 1.5401
C -2.02912 -3.05585 0.22538 -0.6245
C -1.20557 -3.92434 1.12658 -1.3192
H -0.80521 -3.31522 1.93943 0.3937
H -1.81500 -4.71622 1.56747 0.5485
C -0.02226 -4.57318 0.37965 -1.3274
C 0.90931 -3.53081 -0.18088 0.8619
C 1.84056 -2.97080 0.58200 -0.7667
C 2.78346 -1.88162 0.16086 0.7204
H 2.20992 -1.00349 -0.15041 -0.4398
H 3.37068 -2.21142 -0.70126 0.4330
C 3.73058 -1.45847 1.29043 -1.3932
C 4.50454 -0.22807 0.89222 0.8726
C 4.03380 0.97686 1.19009 -0.2203
C 4.59862 2.30497 0.78514 -1.1849
H 5.68858 2.27691 0.73902 0.4507
H 4.31408 3.05477 1.52658 0.4003
C 4.04205 2.72206 -0.58944 -0.7752
C 2.54561 2.69964 -0.57908 -0.1362
C 1.75844 1.97850 -1.36861 0.4454
C 0.26379 2.01654 -1.21130 -0.4161
H -0.21085 2.13743 -2.18883 0.4626
H -0.02251 2.86491 -0.58815 -0.2836
C -0.26735 0.73142 -0.55306 0.4784
C -1.74658 0.82299 -0.35301 -0.6933
C -2.43795 0.67494 0.77128 1.6973
C -3.93245 0.86050 0.77649 -1.4195
H -4.34650 0.62050 -0.20452 0.4443
H -4.38298 0.18962 1.51103 0.5506
C -4.30920 2.31445 1.12314 -0.7027
C -3.89206 3.25136 0.03388 -0.6702
C -2.87109 4.09848 0.07050 1.2704
C -2.54279 4.98337 -1.09504 -1.4994
H -2.58049 6.03072 -0.79491 0.3901
H -1.53395 4.77692 -1.45263 0.2718
H -3.23973 4.83130 -1.91533 0.3725
C -1.97481 4.25838 1.26845 -1.4499
H -1.55505 3.29963 1.56540 0.1687
H -2.53023 4.66222 2.11496 0.4366
H -1.15799 4.94017 1.04460 0.4019
H -4.48801 3.18656 -0.86802 0.3012
H -3.84969 2.59440 2.07064 0.3433
H -5.39478 2.36986 1.24379 0.4658
C -1.85553 0.33284 2.11051 -1.8922
H -2.10361 -0.69854 2.36486 0.3658
H -0.77504 0.43825 2.13342 0.3862
H -2.28417 0.97309 2.88053 0.4259
H -2.29231 1.06273 -1.25839 0.3501
H -0.04730 -0.12398 -1.19874 -0.1829
H 0.25546 0.57501 0.39045 -0.1533
C 2.28341 1.07940 -2.45498 -1.8834
H 2.74756 1.66956 -3.24532 0.4508
H 1.47701 0.50021 -2.89763 0.3812
H 3.03170 0.39053 -2.06722 0.2411
H 2.09416 3.33026 0.17736 0.4317
H 4.42956 2.04869 -1.35272 0.3450
H 4.39026 3.73428 -0.81911 0.3931
H 3.10286 1.03588 1.73988 0.2005
C 5.76258 -0.49215 0.12145 -1.6995
H 6.46451 -1.05481 0.73777 0.3811
H 5.54162 -1.09649 -0.75805 0.3002
H 6.24428 0.42406 -0.20436 0.3809
H 4.41262 -2.27983 1.52032 0.5133
H 3.13733 -1.24605 2.18228 0.4725
H 1.93907 -3.29950 1.60865 0.4518
C 0.68350 -3.17558 -1.61941 -1.3646
H -0.37564 -2.99062 -1.79242 0.2358
H 0.98383 -4.00897 -2.25615 0.4307
H 1.25156 -2.29817 -1.91283 0.2373
H 0.51506 -5.21579 1.08105 0.4535
H -0.41241 -5.19460 -0.42783 0.4104
H -1.72470 -2.01829 0.19176 0.5137
C -3.76269 -2.45525 -1.41944 -1.1930
H -3.75013 -2.79367 -2.45566 0.4429
H -4.80563 -2.36814 -1.11449 0.4330
H -3.30090 -1.47322 -1.36249 -0.0675
H -3.15194 -5.48659 0.13137 0.3225
H -3.32166 -5.26355 -1.60898 0.2987
H -4.65429 -4.84125 -0.54182 0.4544


No. 2
127
Properties=species:S:1:pos:R:3:mulliken_charge:R:1 method="wB97M-V/def2-TZVPD" spin_multiplicity=1 max_force_ev_per_a=5.4 homo_lumo_gap_ev=6.4 total_charge=-1
C 0.11007 -2.32847 4.47373 -1.0692
C -0.85230 -1.96532 3.24788 0.5042
C -0.07501 -1.30882 2.00893 -0.3099
I -0.10282 0.87315 2.07982 -0.2142
B -0.49080 -1.94812 0.54979 0.5282
F -0.57838 -3.43471 0.57192 -0.2862
C 0.78785 -1.62235 -0.47396 -0.3413
C 2.02389 -2.57379 -0.23761 -0.5142
S 3.67622 -1.85505 -0.71538 -0.2611
C 3.88566 -0.27024 0.08187 0.4936
N 4.74284 0.76742 -0.18948 -0.5751
N 4.51710 1.76454 0.68036 -0.4197
C 3.52013 1.43491 1.54771 0.0060
O 3.18366 0.17415 1.15735 -0.0219
C -1.81245 -1.28819 -0.16483 -1.1615
C -3.02007 -0.99501 0.77081 1.2432
C -3.76090 -1.96799 1.56162 -0.1819
C -4.87992 -1.51511 2.40039 -0.6871
C -5.30490 -0.12291 2.48611 -0.4972
C -4.59718 0.85233 1.66450 -0.6135
C -3.49263 0.40211 0.84116 -0.3547
H 1.19683 -2.17813 4.26258 0.3177
H -0.25139 -1.73637 5.36020 0.2625
H -0.09452 -3.40253 4.74450 0.1624
H -1.43179 -2.84806 2.87261 -0.4091
H -1.61651 -1.19434 3.55337 0.4269
H 1.00785 -1.59541 2.17714 0.3000
H 1.07332 -0.53192 -0.42920 0.0429
H 0.43013 -1.80128 -1.53458 0.1748
H 1.89273 -3.45703 -0.92607 0.3128
H 2.09417 -2.98483 0.79900 0.1558
H 3.06932 2.01386 2.37041 0.4587
H -1.56952 -0.37304 -0.78048 0.1447
H -2.17146 -2.05049 -0.92063 -0.1591
H -3.47263 -3.04030 1.54900 0.4227
H -5.43064 -2.25741 3.03360 0.3075
H -6.13191 0.23672 3.13959 0.3294
H -4.83274 1.94681 1.64512 0.3111
H -2.93947 1.17113 0.24261 0.2804
C 4.02949 4.01977 -2.70798 -0.4094
C 3.05652 3.98173 -1.54818 -0.1850
O 2.49978 5.30199 -1.49093 -0.3226
S 2.42216 5.90936 -2.98220 1.2218
O 1.09990 5.70959 -3.47710 -0.5063
O 3.06257 7.17798 -2.98696 -0.6069
O 3.39427 4.83575 -3.70086 -0.3321
H 4.96881 4.49897 -2.42219 0.3504
H 4.23654 3.02720 -3.10454 0.3379
H 3.54109 3.72642 -0.60777 0.1893
H 2.24109 3.27855 -1.73888 0.2435
C 4.14119 -2.73476 8.09690 -0.4782
C 3.45286 -1.58172 7.39463 -0.1829
O 2.78718 -2.17641 6.27635 -0.2739
S 2.32324 -3.67088 6.66945 1.2570
O 0.96078 -3.63074 7.06666 -0.5572
O 2.81283 -4.56867 5.67934 -0.5810
O 3.22740 -3.82854 8.00326 -0.3920
H 5.06445 -3.01733 7.58339 0.2936
H 4.36154 -2.50982 9.13952 0.3142
H 4.15524 -0.81825 7.06204 0.3618
H 2.69750 -1.12558 8.03490 0.2362
C -0.13606 -5.69345 2.88100 0.4796
C -0.41596 -6.99714 2.16262 -0.4420
O -1.27098 -7.72750 3.04297 -0.3821
S -2.19694 -6.68564 3.85896 1.0655
O -3.45991 -6.60498 3.20714 -0.5535
O -2.06747 -6.97005 5.24714 -0.5666
O -1.36684 -5.34402 3.52158 -0.2368
H 0.62682 -5.82153 3.65432 0.1810
H 0.17217 -4.90398 2.19481 -0.2726
H 0.49200 -7.56005 1.95346 0.3459
H -0.96001 -6.82459 1.23009 0.3250
C 4.21653 3.08569 9.95431 -0.3210
C 3.17173 2.93832 11.04390 -0.3674
O 2.04403 2.35006 10.39352 -0.3120
S 2.55959 1.37771 9.21136 1.2121
O 2.57827 0.04475 9.71000 -0.5689
O 1.90130 1.74158 8.00927 -0.5265
O 4.08364 1.91247 9.14906 -0.3007
H 4.01299 3.95579 9.32532 0.2983
H 5.22554 3.15877 10.35695 0.3004
H 2.90165 3.89195 11.49336 0.3154
H 3.50856 2.25118 11.82487 0.2828
C -5.01134 -0.69664 -4.94408 -0.5932
C -3.68786 -0.22495 -4.36527 0.0636
O -3.87967 -0.24409 -2.94632 -0.2284
S -4.89441 -1.43812 -2.56388 1.1762
O -4.13015 -2.56972 -2.16662 -0.4809
O -5.94253 -0.89868 -1.77019 -0.6254
O -5.46667 -1.71844 -4.05472 -0.3318
H -5.74620 0.11324 -4.94178 0.3621
H -4.90923 -1.09008 -5.95343 0.3166
H -3.41762 0.77363 -4.70487 0.2978
H -2.88468 -0.91353 -4.60183 0.0869
C -1.24733 -5.05890 -5.87393 -0.4073
C -2.19437 -5.05814 -4.68929 -0.3645
O -2.75110 -3.74440 -4.66916 -0.1811
S -2.86598 -3.19031 -6.17577 1.0312
O -4.19678 -3.40728 -6.63217 -0.5886
O -2.23169 -1.92180 -6.23429 -0.4472
O -1.90647 -4.28333 -6.87887 -0.3375
H -0.30386 -4.56571 -5.62697 0.2836
H -1.04485 -6.06410 -6.24032 0.3227
H -1.68842 -5.27553 -3.75054 0.3383
H -3.01149 -5.76989 -4.83440 0.2723
C 1.39156 2.59701 -5.92992 -0.0482
C 0.72878 3.76245 -6.63449 -0.3304
O 0.09428 3.18508 -7.78426 -0.3613
S -0.38268 1.68562 -7.42055 1.1421
O -1.76095 1.72632 -7.06370 -0.5160
O 0.12848 0.79948 -8.40884 -0.5746
O 0.47738 1.50791 -6.06910 -0.2851
H 2.32967 2.32016 -6.41835 0.3127
H 1.57929 2.80478 -4.87783 0.0612
H 1.44202 4.52653 -6.92981 0.3349
H -0.04688 4.21233 -6.01054 0.2645
C -1.77649 8.40225 -6.81520 -0.3424
C -0.73586 8.78915 -7.84900 -0.3730
O 0.47851 8.93357 -7.11074 -0.3301
S 0.47344 7.89229 -5.87245 1.1558
O 1.20759 6.73587 -6.25467 -0.4584
O 0.74054 8.61303 -4.68099 -0.5619
O -1.09972 7.52639 -5.91313 -0.2968
H -2.11808 9.27443 -6.25185 0.2826
H -2.63432 7.90070 -7.26047 0.3216
H -0.98480 9.71523 -8.36393 0.3135
H -0.59285 7.99210 -8.58383 0.2811